Record 1
Entry from the OMol25 dataset: C5H8O in the gas phase (ωB97M-V with the def2-TZVPD basis set).

As for the LUMO energy: 0.91 eV. As for the multiplicity: 1. The gap between HOMO and LUMO comes out at 9.46 eV. Its energy above the lowest of the compared OMol25 structures with the same formula, charge and spin is 73.5 kcal per mole. The value obtained for the total energy is -270.44072 Eh.

CARTESIAN COORDINATES (ANGSTROEM)
O  1.29  0.29  1.82
C  0.74  -0.86  1.46
C  -0.65  -0.52  0.95
C  -0.34  -0.16  -0.49
C  -0.27  1.31  -0.81
C  -0.01  -1.11  -1.37
H  2.21  0.10  2.06
H  -1.12  0.32  1.48
H  -1.29  -1.41  1.01
H  -1.28  1.70  -1.02
H  0.37  1.51  -1.67
H  0.12  1.87  0.05
H  -0.06  -2.16  -1.10
H  0.30  -0.87  -2.38

Need the Mulliken charges? In units of e they are: atom 1 (O): -0.305, atom 2 (C): -0.399, atom 3 (C): -0.576, atom 4 (C): 0.771, atom 5 (C): -1.149, atom 6 (C): -0.898, atom 7 (H): 0.401, atom 8 (H): 0.327, atom 9 (H): 0.321, atom 10 (H): 0.273, atom 11 (H): 0.357, atom 12 (H): 0.307, atom 13 (H): 0.280, atom 14 (H): 0.290

=====

Record 2
Entry from the OMol25 dataset: a molecular structure, C5H8O (ωB97M-V with the def2-TZVPD basis set).

As for the LUMO energy: 1.01 eV. As for the multiplicity: 1. The gap between HOMO and LUMO comes out at 10.03 eV. Its energy above the lowest of the compared OMol25 structures with the same formula, charge and spin is 113.0 kcal per mole. The value obtained for the total energy is -270.37784 Eh.

CARTESIAN COORDINATES (ANGSTROEM)
C  1.09  0.32  -0.53
C  0.25  1.03  0.51
C  -1.16  0.43  0.35
C  -0.75  -0.97  -0.16
C  0.69  -0.96  0.18
O  0.96  0.15  1.40
H  0.42  0.21  -1.72
H  2.14  0.60  -0.59
H  0.34  2.10  0.70
H  -1.70  0.42  1.30
H  -1.76  0.97  -0.39
H  -1.37  -1.83  0.14
H  -0.44  -0.59  -1.42
H  1.28  -1.88  0.23

Need the Mulliken charges? In units of e they are: atom 1 (C): -0.489, atom 2 (C): 0.022, atom 3 (C): -0.678, atom 4 (C): -0.359, atom 5 (C): -0.342, atom 6 (O): -0.502, atom 7 (H): 0.143, atom 8 (H): 0.321, atom 9 (H): 0.443, atom 10 (H): 0.326, atom 11 (H): 0.303, atom 12 (H): 0.360, atom 13 (H): 0.018, atom 14 (H): 0.433

=====

Record 3
Entry from the OMol25 dataset: C5H8O in the gas phase (ωB97M-V with the def2-TZVPD basis set).

As for the LUMO energy: 1.02 eV. As for the structure (SMILES): C#CC[C@@H](C)O. As for the multiplicity: 1. The gap between HOMO and LUMO comes out at 11.02 eV. Its energy above the lowest of the compared OMol25 structures with the same formula, charge and spin is 49.2 kcal per mole. The value obtained for the total energy is -270.47942 Eh.

CARTESIAN COORDINATES (ANGSTROEM)
C  2.51  -0.02  -0.45
C  1.56  0.61  -0.06
C  0.26  1.03  0.48
C  -0.66  -0.24  0.54
C  -1.55  -0.29  -0.69
O  0.06  -1.44  0.71
H  3.36  -0.58  -0.77
H  -0.20  1.79  -0.15
H  0.40  1.48  1.47
H  -1.28  -0.16  1.44
H  -0.94  -0.27  -1.61
H  -2.15  -1.21  -0.70
H  -2.23  0.57  -0.71
H  0.87  -1.36  0.18

Need the Mulliken charges? In units of e they are: atom 1 (C): -0.147, atom 2 (C): -0.315, atom 3 (C): -0.504, atom 4 (C): 0.185, atom 5 (C): -1.256, atom 6 (O): -0.498, atom 7 (H): 0.380, atom 8 (H): 0.309, atom 9 (H): 0.315, atom 10 (H): 0.270, atom 11 (H): 0.267, atom 12 (H): 0.350, atom 13 (H): 0.364, atom 14 (H): 0.283

=====

Record 4
Entry from the OMol25 dataset: C5H8O in the gas phase (ωB97M-V with the def2-TZVPD basis set).

As for the LUMO energy: 0.96 eV. As for the structure (SMILES): C[C@H]1C[C@H]1C=O. As for the multiplicity: 1. The gap between HOMO and LUMO comes out at 10.67 eV. Its energy above the lowest of the compared OMol25 structures with the same formula, charge and spin is 55.5 kcal per mole. The value obtained for the total energy is -270.46940 Eh.

CARTESIAN COORDINATES (ANGSTROEM)
C  0.58  1.61  -0.70
C  -0.04  0.24  -0.91
C  0.54  -0.97  -0.22
C  -0.88  -0.52  0.09
C  -0.87  -0.76  1.57
O  -0.89  -0.05  2.53
H  0.96  1.74  0.32
H  1.42  1.76  -1.39
H  -0.15  2.39  -0.89
H  -0.45  0.11  -1.91
H  1.24  -0.67  0.55
H  0.57  -2.05  -0.38
H  -1.62  -1.16  -0.39
H  -0.65  -1.89  1.62

Need the Mulliken charges? In units of e they are: atom 1 (C): -1.300, atom 2 (C): 0.086, atom 3 (C): -0.778, atom 4 (C): 0.003, atom 5 (C): -0.052, atom 6 (O): -0.485, atom 7 (H): 0.302, atom 8 (H): 0.343, atom 9 (H): 0.315, atom 10 (H): 0.364, atom 11 (H): 0.259, atom 12 (H): 0.440, atom 13 (H): 0.274, atom 14 (H): 0.229

=====

Record 5
Entry from the OMol25 dataset: C5H8O in the gas phase (ωB97M-V with the def2-TZVPD basis set).

As for the LUMO energy: 1.06 eV. As for the structure (SMILES): O[C@@H]1C=CCC1. As for the multiplicity: 1. The gap between HOMO and LUMO comes out at 10.54 eV. Its energy above the lowest of the compared OMol25 structures with the same formula, charge and spin is 32.3 kcal per mole. The value obtained for the total energy is -270.50645 Eh.

CARTESIAN COORDINATES (ANGSTROEM)
O  1.34  -0.34  1.34
C  0.13  0.38  1.10
C  -0.95  -0.61  0.70
C  -0.65  -1.03  -0.54
C  0.31  -0.05  -1.21
C  0.18  1.14  -0.23
H  1.23  -1.17  0.84
H  -0.04  0.97  2.00
H  -1.85  -0.78  1.27
H  -1.14  -1.84  -1.07
H  -0.05  0.16  -2.22
H  1.36  -0.35  -1.29
H  -0.81  1.60  -0.40
H  0.94  1.92  -0.27

Need the Mulliken charges? In units of e they are: atom 1 (O): -0.550, atom 2 (C): -0.358, atom 3 (C): -0.257, atom 4 (C): -0.428, atom 5 (C): -0.726, atom 6 (C): -0.436, atom 7 (H): 0.417, atom 8 (H): 0.372, atom 9 (H): 0.355, atom 10 (H): 0.392, atom 11 (H): 0.341, atom 12 (H): 0.268, atom 13 (H): 0.287, atom 14 (H): 0.323

=====

Record 6
Entry from the OMol25 dataset: a molecular structure, C5H8O (ωB97M-V with the def2-TZVPD basis set).

As for the LUMO energy: -0.12 eV. As for the multiplicity: 1. The gap between HOMO and LUMO comes out at 9.07 eV. Its energy above the lowest of the compared OMol25 structures with the same formula, charge and spin is 139.3 kcal per mole. The value obtained for the total energy is -270.33593 Eh.

CARTESIAN COORDINATES (ANGSTROEM)
C  0.08  -2.17  -0.23
C  0.62  -2.03  -1.44
C  -1.01  0.89  1.15
C  -0.86  1.66  -0.14
O  0.50  2.07  0.09
C  0.36  1.43  1.36
H  -0.98  -2.36  -0.10
H  0.67  -2.10  0.68
H  1.68  -1.82  -1.56
H  0.03  -2.10  -2.35
H  -0.93  0.92  -0.96
H  -1.55  2.49  -0.34
H  1.23  0.86  1.71
H  0.06  2.16  2.16

Need the Mulliken charges? In units of e they are: atom 1 (C): -0.562, atom 2 (C): -0.402, atom 3 (C): -0.508, atom 4 (C): -0.079, atom 5 (O): -0.393, atom 6 (C): -0.027, atom 7 (H): 0.253, atom 8 (H): 0.239, atom 9 (H): 0.222, atom 10 (H): 0.249, atom 11 (H): 0.184, atom 12 (H): 0.282, atom 13 (H): 0.330, atom 14 (H): 0.211

=====

Record 7
Entry from the OMol25 dataset: C5H8O in the gas phase (ωB97M-V with the def2-TZVPD basis set).

As for the LUMO energy: 0.82 eV. As for the multiplicity: 1. The gap between HOMO and LUMO comes out at 9.13 eV. Its energy above the lowest of the compared OMol25 structures with the same formula, charge and spin is 100.3 kcal per mole. The value obtained for the total energy is -270.39812 Eh.

CARTESIAN COORDINATES (ANGSTROEM)
C  -0.48  0.56  -1.26
C  -0.62  -0.62  -0.34
C  0.57  -0.52  -1.25
C  0.82  1.50  1.25
O  0.56  0.33  1.73
C  -0.45  -0.55  1.16
H  -1.13  0.62  -2.13
H  -0.23  1.50  -0.79
H  -1.38  -1.36  -0.60
H  0.63  -1.19  -2.10
H  1.53  -0.31  -0.78
H  1.64  1.87  1.91
H  -1.39  -0.33  1.67
H  -0.07  -1.51  1.53

Need the Mulliken charges? In units of e they are: atom 1 (C): -0.562, atom 2 (C): 0.062, atom 3 (C): -0.544, atom 4 (C): -0.348, atom 5 (O): -0.237, atom 6 (C): -0.518, atom 7 (H): 0.248, atom 8 (H): 0.295, atom 9 (H): 0.394, atom 10 (H): 0.266, atom 11 (H): 0.181, atom 12 (H): 0.154, atom 13 (H): 0.315, atom 14 (H): 0.294

=====

Record 8
Entry from the OMol25 dataset: a molecular structure, C5H8O (ωB97M-V with the def2-TZVPD basis set).

As for the LUMO energy: 0.48 eV. As for the multiplicity: 1. The gap between HOMO and LUMO comes out at 7.87 eV. Its energy above the lowest of the compared OMol25 structures with the same formula, charge and spin is 150.9 kcal per mole. The value obtained for the total energy is -270.31741 Eh.

CARTESIAN COORDINATES (ANGSTROEM)
C  -0.50  0.45  1.69
C  -0.02  -0.42  0.56
C  -0.80  -0.49  -0.76
C  0.34  0.16  -1.48
O  0.87  0.97  -0.40
C  1.58  -0.38  -0.88
H  -0.95  1.38  1.34
H  0.33  0.68  2.37
H  -1.24  -0.14  2.25
H  0.42  -1.34  0.91
H  -1.72  0.11  -0.72
H  -1.03  -1.52  -1.08
H  0.26  0.68  -2.44
H  2.48  -0.05  -1.42

Need the Mulliken charges? In units of e they are: atom 1 (C): -1.324, atom 2 (C): 0.422, atom 3 (C): -0.544, atom 4 (C): 0.077, atom 5 (O): -0.395, atom 6 (C): -0.802, atom 7 (H): 0.347, atom 8 (H): 0.310, atom 9 (H): 0.392, atom 10 (H): 0.393, atom 11 (H): 0.268, atom 12 (H): 0.276, atom 13 (H): 0.406, atom 14 (H): 0.173

=====

Record 9
Entry from the OMol25 dataset: 2 unconnected molecules or ions with the total composition C5H8O (ωB97M-V with the def2-TZVPD basis set).

As for the LUMO energy: 1.11 eV. As for the structure (SMILES): C=C1C=COC1.[H][H]. As for the multiplicity: 1. The gap between HOMO and LUMO comes out at 9.20 eV. Its energy above the lowest of the compared OMol25 structures with the same formula, charge and spin is 54.8 kcal per mole. The value obtained for the total energy is -270.47063 Eh.

CARTESIAN COORDINATES (ANGSTROEM)
C  -1.79  0.54  -0.15
C  -0.56  0.28  0.29
C  0.65  1.09  0.20
C  1.68  0.29  0.50
O  1.35  -0.97  0.88
C  -0.08  -1.03  0.90
H  -2.03  1.51  -0.59
H  -2.59  -0.19  -0.09
H  0.70  2.11  -0.15
H  2.75  0.49  0.47
H  -0.39  -1.13  1.95
H  -0.40  -1.91  0.35
H  -0.01  -0.57  -2.28
H  0.73  -0.51  -2.28

Need the Mulliken charges? In units of e they are: atom 1 (C): -0.895, atom 2 (C): 0.688, atom 3 (C): -0.522, atom 4 (C): -0.336, atom 5 (O): -0.372, atom 6 (C): -0.403, atom 7 (H): 0.267, atom 8 (H): 0.260, atom 9 (H): 0.361, atom 10 (H): 0.419, atom 11 (H): 0.259, atom 12 (H): 0.268, atom 13 (H): -0.005, atom 14 (H): 0.010

=====

Record 10
Entry from the OMol25 dataset: 2 unconnected molecules or ions with the total composition C5H8O (ωB97M-V with the def2-TZVPD basis set).

As for the LUMO energy: 0.72 eV. As for the multiplicity: 1. The gap between HOMO and LUMO comes out at 8.62 eV. Its energy above the lowest of the compared OMol25 structures with the same formula, charge and spin is 90.9 kcal per mole. The value obtained for the total energy is -270.41296 Eh.

CARTESIAN COORDINATES (ANGSTROEM)
C  -1.82  0.55  -0.09
C  -0.45  -0.02  -0.17
C  0.64  0.60  -0.64
C  1.83  -0.01  -0.09
O  1.43  -1.24  0.43
C  -0.01  -1.33  0.44
H  -2.52  0.06  -0.77
H  -1.77  1.61  -0.34
H  -2.22  0.47  0.93
H  0.74  1.60  -1.02
H  2.03  1.58  0.48
H  2.82  -0.14  -0.49
H  -0.34  -1.52  1.48
H  -0.36  -2.19  -0.15

Need the Mulliken charges? In units of e they are: atom 1 (C): -1.200, atom 2 (C): 0.624, atom 3 (C): -0.617, atom 4 (C): -0.369, atom 5 (O): -0.322, atom 6 (C): -0.367, atom 7 (H): 0.278, atom 8 (H): 0.315, atom 9 (H): 0.317, atom 10 (H): 0.429, atom 11 (H): 0.123, atom 12 (H): 0.323, atom 13 (H): 0.250, atom 14 (H): 0.216